Computed, not measured: CH8NiO7 as an isolated structure, with ωB97M-V with the def2-TZVPD basis set.

## Properties
E_tot	-2077.86517	hartree
spin multiplicity	3
Kohn-Sham gap (spin up / spin down)	0.199 / 0.197	Ha
relative energy (zero: lowest compared OMol25 entry of this formula, charge and spin)	105.47	kJ/mol
maximum force	6.0	eV/Å
lowest unoccupied orbital energy (spin up / spin down)	-0.8 / -0.8	eV
highest occupied orbital energy (spin up / spin down)	-6.2 / -6.2	eV

```
17
Properties=species:S:1:pos:R:3:mulliken_charge:R:1
Ni -0.698 -17.912 0.392 0.73
C 0.318 -19.362 -1.346 0.85
O -0.928 -19.481 -1.105 -0.69
O 0.949 -18.620 -0.601 -0.66
O 0.719 -19.989 -2.332 -0.76
O -2.672 -17.457 0.861 -0.48
H -3.109 -17.554 1.707 0.28
H -3.387 -17.387 0.228 0.30
O -0.833 -19.221 1.928 -0.43
H -1.604 -19.626 2.325 0.25
H -0.090 -19.648 2.354 0.29
O 0.547 -16.724 1.524 -0.43
H 0.690 -16.388 2.409 0.27
H 1.062 -16.145 0.962 0.31
O -1.019 -16.389 -0.920 -0.39
H -1.898 -16.033 -1.050 0.25
H -0.497 -16.003 -1.623 0.30
```